(1)
{
  "formula": "ClH8O4",
  "method": "ωB97M-V/def2-TZVPD",
  "e_above_lowest_kj_mol": 10.9,
  "homo_lumo_gap_ev": 9.64,
  "total_charge": -1,
  "symbols": ["Cl", "O", "H", "H", "O", "H", "H", "O", "H", "H", "O", "H", "H"],
  "coordinates": [[9.44, 8.94, -1.05], [10.21, 12.03, -0.11], [11.16, 12.00, -0.22], [9.90, 11.18, -0.41], [10.50, 6.07, -2.20], [10.39, 5.47, -1.46], [10.03, 6.86, -1.92], [10.97, 8.80, 1.77], [10.36, 9.45, 2.10], [10.76, 8.71, 0.84], [8.43, 10.38, -3.66], [8.79, 9.86, -2.94], [8.44, 9.78, -4.41]],
  "mulliken_charge": [-0.946, -0.614, 0.300, 0.289, -0.616, 0.297, 0.307, -0.620, 0.309, 0.288, -0.583, 0.293, 0.294]
}

=====

(2)
{
  "formula": "C4H10OSi",
  "method": "ωB97M-V/def2-TZVPD",
  "e_above_lowest_kj_mol": 237.8,
  "homo_lumo_gap_ev": 7.77,
  "total_charge": 0,
  "symbols": ["C", "C", "C", "C", "O", "Si", "H", "H", "H", "H", "H", "H", "H", "H", "H", "H"],
  "coordinates": [[-2.51, -0.61, 0.41], [-2.86, 0.82, 0.14], [1.68, -1.40, -0.85], [2.53, 1.07, 0.52], [-1.41, -1.09, 0.26], [1.44, -0.50, 0.83], [-3.36, -1.23, 0.76], [-3.33, 0.88, -0.84], [-1.97, 1.43, 0.15], [-3.58, 1.18, 0.87], [2.72, -1.52, -1.12], [1.23, -2.39, -0.82], [1.18, -0.86, -1.66], [2.78, 1.56, 1.45], [3.46, 0.85, 0.00], [2.00, 1.81, -0.09]],
  "mulliken_charge": [0.150, -0.850, -1.041, -1.044, -0.385, 0.164, 0.316, 0.271, 0.220, 0.312, 0.381, 0.299, 0.285, 0.308, 0.300, 0.313]
}

=====

(3)
{
  "formula": "C36H98N6O10",
  "method": "ωB97M-V/def2-TZVPD",
  "e_above_lowest_kj_mol": 119.3,
  "homo_lumo_gap_ev": 9.52,
  "smiles": "COC[C@H](C)N.COC[C@H](C)N.COC[C@H](C)N.COC[C@H](C)N.COC[C@H](C)N.COC[C@H](C)N.CC(C)O.CC(C)O.CC(C)O.CC(C)O",
  "total_charge": 0,
  "symbols": ["C", "O", "C", "C", "C", "N", "H", "H", "H", "H", "H", "H", "H", "H", "H", "H", "H", "C", "O", "C", "C", "C", "N", "H", "H", "H", "H", "H", "H", "H", "H", "H", "H", "H", "C", "O", "C", "C", "C", "N", "H", "H", "H", "H", "H", "H", "H", "H", "H", "H", "H", "C", "O", "C", "C", "C", "N", "H", "H", "H", "H", "H", "H", "H", "H", "H", "H", "H", "C", "O", "C", "C", "C", "N", "H", "H", "H", "H", "H", "H", "H", "H", "H", "H", "H", "C", "O", "C", "C", "C", "N", "H", "H", "H", "H", "H", "H", "H", "H", "H", "H", "H", "C", "C", "C", "O", "H", "H", "H", "H", "H", "H", "H", "H", "C", "C", "C", "O", "H", "H", "H", "H", "H", "H", "H", "H", "C", "C", "C", "O", "H", "H", "H", "H", "H", "H", "H", "H", "C", "C", "C", "O", "H", "H", "H", "H", "H", "H", "H", "H"],
  "coordinates": [[3.32, -3.06, -2.25], [2.01, -3.52, -1.97], [1.02, -2.67, -2.45], [-0.31, -3.39, -2.21], [-1.37, -2.52, -2.85], [-0.54, -3.52, -0.77], [4.08, -3.79, -2.05], [3.55, -2.16, -1.68], [3.43, -2.88, -3.33], [1.02, -1.73, -2.01], [1.10, -2.55, -3.53], [-0.14, -4.43, -2.67], [-1.40, -1.46, -2.44], [-2.36, -3.01, -2.58], [-1.32, -2.51, -3.92], [0.16, -4.23, -0.43], [-1.48, -3.94, -0.57], [-5.65, -0.48, -7.40], [-4.85, 0.73, -7.14], [-3.46, 0.69, -7.47], [-2.80, 1.60, -6.46], [-1.33, 1.57, -6.47], [-3.27, 1.50, -5.08], [-6.65, -0.18, -6.92], [-5.20, -1.35, -6.84], [-5.79, -0.75, -8.50], [-3.11, -0.33, -7.34], [-3.17, 1.01, -8.46], [-3.07, 2.62, -6.76], [-0.87, 0.73, -5.97], [-1.07, 2.53, -5.95], [-0.95, 1.62, -7.46], [-4.25, 1.26, -5.19], [-2.83, 0.71, -4.62], [4.55, -1.57, 6.61], [3.74, -2.70, 6.67], [4.07, -3.62, 7.72], [3.19, -4.83, 7.67], [3.50, -5.66, 8.86], [3.51, -5.73, 6.48], [5.58, -1.92, 6.46], [4.43, -1.04, 7.57], [4.12, -0.92, 5.82], [5.11, -4.01, 7.56], [3.97, -3.18, 8.74], [2.13, -4.57, 7.63], [4.54, -5.94, 8.75], [2.87, -6.55, 9.10], [3.54, -5.07, 9.85], [3.32, -5.22, 5.63], [2.75, -6.43, 6.56], [-2.35, 4.71, 0.32], [-3.33, 3.76, 0.59], [-3.79, 3.87, 1.96], [-4.92, 2.90, 2.25], [-6.18, 3.40, 1.60], [-5.13, 2.85, 3.69], [-1.85, 4.46, -0.62], [-1.51, 4.83, 1.06], [-2.84, 5.68, 0.22], [-2.90, 3.60, 2.62], [-4.08, 4.91, 2.20], [-4.57, 1.97, 1.79], [-6.83, 2.62, 1.77], [-6.26, 3.59, 0.52], [-6.50, 4.24, 2.13], [-4.51, 2.33, 4.32], [-6.10, 2.72, 3.90], [3.02, 0.81, -6.37], [2.04, 0.91, -5.25], [2.17, 2.14, -4.55], [1.23, 2.13, -3.40], [1.10, 3.46, -2.67], [1.70, 1.11, -2.41], [4.00, 0.68, -5.96], [2.90, 1.63, -7.01], [2.74, -0.07, -6.92], [3.23, 2.30, -4.14], [1.93, 3.07, -5.18], [0.25, 1.90, -3.81], [0.62, 4.23, -3.28], [2.10, 3.76, -2.38], [0.59, 3.25, -1.72], [1.58, 0.26, -2.95], [1.07, 1.01, -1.59], [-1.91, 1.76, -1.64], [-0.98, 1.16, -0.76], [-1.66, 0.36, 0.22], [-0.65, -0.18, 1.23], [0.05, 1.01, 1.88], [0.35, -1.01, 0.60], [-1.40, 2.19, -2.47], [-2.38, 2.60, -1.19], [-2.59, 0.99, -2.03], [-2.38, 0.98, 0.63], [-2.18, -0.52, -0.28], [-1.15, -0.74, 1.95], [0.77, 1.49, 1.23], [0.58, 0.63, 2.72], [-0.64, 1.81, 2.22], [0.78, -0.48, -0.17], [-0.14, -1.79, 0.17], [6.02, 0.34, -0.52], [5.03, -0.08, 0.56], [3.87, 0.88, 0.71], [4.52, -1.34, 0.29], [6.85, -0.34, -0.70], [6.47, 1.35, -0.27], [5.53, 0.47, -1.46], [5.51, -0.06, 1.54], [4.16, 1.93, 0.53], [3.28, 0.76, 1.69], [3.11, 0.66, -0.04], [3.84, -1.43, 0.97], [1.99, -4.35, 1.78], [2.63, -3.47, 2.90], [4.06, -3.91, 3.11], [2.66, -2.09, 2.54], [2.27, -5.40, 1.71], [2.20, -3.93, 0.82], [0.86, -4.16, 1.88], [2.06, -3.56, 3.84], [4.55, -3.91, 2.14], [4.20, -4.96, 3.51], [4.50, -3.27, 3.89], [1.81, -1.85, 2.21], [0.99, -0.65, 5.60], [-0.42, -1.12, 5.34], [-0.57, -2.64, 5.00], [-1.22, -0.82, 6.51], [1.03, 0.44, 5.79], [1.65, -0.96, 4.79], [1.44, -1.26, 6.44], [-0.85, -0.64, 4.53], [-1.65, -2.95, 5.05], [0.01, -3.23, 5.78], [-0.19, -2.82, 4.02], [-0.71, -1.00, 7.29], [-3.82, 6.30, -2.99], [-3.96, 4.83, -3.22], [-5.38, 4.41, -3.65], [-2.99, 4.34, -4.19], [-2.87, 6.65, -2.62], [-4.56, 6.63, -2.22], [-4.09, 6.96, -3.87], [-3.75, 4.36, -2.28], [-6.13, 4.97, -3.04], [-5.54, 3.35, -3.44], [-5.56, 4.70, -4.68], [-3.33, 3.44, -4.51]],
  "mulliken_charge": [-0.745, -0.461, 0.633, 0.460, -1.505, -0.706, 0.281, 0.201, 0.425, -1.050, 0.672, 0.268, 0.114, 0.390, 0.536, 0.196, 0.231, -0.682, -0.319, -1.029, 0.708, -1.380, -0.325, 0.213, 0.309, 0.261, 0.391, 0.369, 0.223, 0.274, 0.115, 0.669, 0.256, 0.027, -0.890, 0.165, -1.046, 0.912, -1.448, -0.790, 0.371, 0.339, 0.137, 0.347, 0.319, 0.052, 0.373, 0.362, 0.332, 0.238, 0.286, -0.722, -0.132, -1.087, 1.073, -1.710, -0.578, 0.157, 0.330, 0.318, 0.255, 0.403, -0.126, 0.527, 0.298, 0.478, 0.196, 0.227, -0.919, -0.232, -1.032, 1.714, -1.502, -0.165, 0.330, 0.353, 0.249, 0.325, 0.393, -0.442, 0.397, 0.480, 0.101, 0.106, -0.347, -0.652, 0.946, -0.979, 0.344, -1.218, 0.367, 0.021, -0.198, 0.364, -0.044, 0.361, 0.872, 0.217, 0.138, 0.188, -0.660, 0.066, -1.644, 0.974, -0.906, -0.384, 0.375, 0.395, 0.310, 0.195, 0.443, 0.142, 0.005, 0.122, -1.170, 1.666, -1.935, -0.111, 0.422, 0.145, 0.172, -0.142, 0.528, 0.435, 0.184, -0.231, -0.716, 0.512, -0.607, -0.607, 0.302, -0.089, 0.414, 0.040, 0.349, 0.050, 0.007, 0.361, -1.567, 1.766, -1.584, -0.547, 0.388, 0.364, 0.332, -0.454, 0.433, 0.326, 0.376, 0.236]
}